Below is a structure of composition C33H46N6OS4Si2TeTi at a distorted geometry, with properties calculated with ωB97M-V with the def2-TZVPD basis set.

```
! RIJCOSX wB97M-V def2-TZVPD def2/J DEFGRID3
* xyz 1 2
Te 0.833 1.287 0.530
Ti -0.953 -0.821 0.117
S -3.235 -0.985 1.400
S -2.092 0.826 -1.207
S 2.243 -1.588 1.044
S 0.379 -1.154 -2.332
Si 3.250 2.401 -1.562
Si -0.085 3.586 2.748
O -0.578 -0.483 1.993
N 1.493 -4.317 0.121
N 0.745 -2.094 0.421
N -1.213 -1.011 3.047
N 0.779 -0.865 -4.892
N -1.579 -2.590 -0.574
N -1.265 -0.119 -4.173
C -4.854 0.590 -0.959
C -0.084 -0.661 -3.895
C 4.715 -2.534 0.348
C -2.553 -5.177 -0.935
C 4.265 2.483 0.031
C 3.757 -5.037 -0.368
C -2.797 -2.816 -1.084
C -2.538 -1.277 2.915
C -5.150 3.137 0.082
C 0.550 -3.333 0.095
C 1.380 2.478 -1.169
C -0.527 -1.212 4.189
C 5.120 -4.775 -0.408
C 3.363 -2.812 0.419
C 3.627 3.882 -2.667
C 0.302 2.325 4.102
C -2.536 -1.966 5.226
C 0.525 -0.546 -6.284
C -1.403 4.808 3.308
C 1.508 4.474 2.254
C -6.110 1.052 -0.599
C -0.699 2.622 1.229
C -3.213 -1.753 4.053
C -1.272 -4.967 -0.477
C -6.261 2.321 -0.062
C 2.875 -4.056 0.056
C -3.321 -4.071 -1.282
C -3.728 1.387 -0.770
C -3.891 2.678 -0.278
C 5.600 -3.525 -0.056
C -1.162 -1.695 5.297
C 3.695 0.785 -2.423
C -0.795 -3.665 -0.333
H -2.351 4.312 3.528
H 3.903 1.746 0.749
H 3.339 -0.068 -1.846
H -0.650 -5.806 -0.196
H -5.260 4.139 0.477
H -4.272 -1.940 3.957
H -0.363 -1.064 -6.653
H 0.759 2.164 -2.010
H 4.674 3.879 -2.976
H 1.638 -1.322 -4.639
H -4.316 -4.194 -1.685
H -2.952 -6.177 -1.031
H 3.375 -6.010 -0.654
H 6.661 -3.319 -0.088
H 0.397 0.530 -6.425
H 0.522 -0.959 4.154
H -1.844 0.178 -3.381
H -1.579 2.018 1.447
H 5.802 -5.556 -0.714
H -0.600 1.809 4.440
H -3.031 3.325 -0.179
H -4.755 -0.395 -1.393
H 1.215 -5.197 -0.280
H 2.214 3.752 1.839
H 1.323 5.241 1.498
H -1.082 5.329 4.213
H 3.438 4.823 -2.147
H 1.003 1.584 3.711
H 5.318 2.270 -0.170
H -7.241 2.674 0.231
H -6.974 0.414 -0.740
H 4.778 0.693 -2.532
H 1.377 -0.864 -6.876
H -0.932 3.284 0.397
H -3.054 -2.348 6.096
H 3.014 3.872 -3.571
H 1.115 3.506 -0.914
H 1.984 4.960 3.108
H 5.072 -1.552 0.632
H -3.361 -1.932 -1.342
H 3.249 0.724 -3.418
H -0.600 -1.856 6.204
H 0.761 2.796 4.973
H -1.593 5.564 2.542
H -1.445 0.288 -5.077
H 4.214 3.466 0.503
*
```

Values from the calculation:
⟨S²⟩ = 0.7569
LUMO energy (spin up / spin down) = -0.12183 / -0.12350 hartree
Relative energy (zero: lowest compared OMol25 entry of this formula, charge and spin) = 24.3 kcal/mol
Electronic energy = -4978.06711 Eh
Maximum force = 2.930 eV/Å
Highest occupied orbital energy (spin up / spin down) = -9.351 / -9.634 eV

=====

Below is a structure of composition C4H6O2, with properties calculated with ωB97M-V with the def2-TZVPD basis set.

```
! RIJCOSX wB97M-V def2-TZVPD def2/J DEFGRID3
* xyz 0 1
O -1.205 -0.219 0.674
O 1.809 0.044 -0.814
C 0.981 0.232 0.308
C -1.289 -0.014 -0.750
C 0.367 -1.082 0.795
C -0.386 0.829 0.030
H -0.881 -0.845 -1.316
H -0.676 1.850 0.271
H -2.258 0.379 -1.046
H 0.368 -1.144 1.891
H 1.630 -0.875 -1.071
H 1.539 0.844 1.028
*
```

Values from the calculation:
LUMO energy = 0.03290 hartree
Relative energy (zero: lowest compared OMol25 entry of this formula, charge and spin) = 132.4 kcal/mol
Electronic energy = -306.29529 Eh
Maximum force = 0.288 eV/Å
Highest occupied orbital energy = -8.263 eV

=====

Below is a structure of composition C39H39CrF3GeO3, with properties calculated with ωB97M-V with the def2-TZVPD basis set.

```
! RIJCOSX wB97M-V def2-TZVPD def2/J DEFGRID3
* xyz -2 5
Ge -2.871 -0.211 -4.229
Cr -0.344 0.266 -0.179
F 5.548 7.122 2.956
F 6.840 5.404 2.872
F 5.541 5.691 4.579
O -1.559 0.570 -1.963
O -2.593 0.899 -0.044
O -0.195 -0.504 1.565
C 4.516 5.018 2.552
C -1.114 -2.129 -2.855
C 3.549 4.314 3.271
C -4.825 0.147 -6.435
C -1.823 -4.271 -2.016
C -4.162 0.802 -3.132
C -0.303 1.395 -7.188
C 4.693 -1.276 -1.664
C 2.239 -1.371 -1.511
C 5.586 5.788 3.232
C -0.838 -3.307 -2.173
C 0.769 1.874 -5.101
C -3.580 1.758 -2.093
C 3.476 4.302 0.498
C -3.985 -0.768 -5.797
C -1.348 0.788 -6.502
C 0.513 2.260 0.038
C -2.381 -1.894 -3.379
C -0.279 1.271 -4.416
C -2.527 1.031 -1.275
C -5.588 -0.207 -7.540
C 1.024 -0.547 2.218
C 1.444 2.889 0.544
C -1.363 0.718 -5.106
C 3.524 -3.482 -1.583
C -5.522 -1.501 -8.039
C 1.524 -1.991 2.319
C 3.424 -2.032 -2.083
C 3.327 -2.040 -3.617
C -3.929 -2.058 -6.322
C 0.760 1.943 -6.486
C 2.556 3.619 2.611
C 2.480 3.589 1.202
C -3.369 -2.862 -3.194
C 0.895 0.091 3.604
C -4.686 -2.425 -7.429
C 1.269 -0.772 -1.072
C 4.467 4.999 1.155
C -3.096 -4.047 -2.525
H 3.535 -3.505 -0.491
H 1.849 0.119 4.143
H -1.609 -5.179 -1.464
H 4.640 -0.239 -1.997
H 1.587 -2.402 1.310
H 1.580 2.415 -7.015
H 1.813 3.069 3.173
H -3.282 -2.795 -5.859
H -0.254 1.225 -3.336
H -6.117 -1.786 -8.899
H 0.518 1.109 3.488
H -4.349 2.181 -1.446
H 2.508 -2.062 2.798
H 4.201 -2.531 -4.058
H 1.595 2.285 -4.533
H 5.584 -1.746 -2.097
H -0.323 1.432 -8.272
H 0.168 -0.471 4.201
H 4.789 -1.270 -0.577
H 3.264 -1.018 -3.995
H 2.426 -2.569 -3.936
H -2.158 0.359 -7.079
H 1.795 0.019 1.668
H 4.436 -3.959 -1.958
H -6.231 0.527 -8.012
H 5.214 5.533 0.577
H -4.618 -3.436 -7.813
H 3.572 4.305 4.353
H 0.808 -2.589 2.895
H -3.069 2.581 -2.601
H -3.881 -4.783 -2.382
H 3.449 4.290 -0.584
H -4.853 1.317 -3.804
H 2.664 -4.062 -1.922
H 0.136 -3.427 -1.717
H -4.748 0.025 -2.627
H -4.884 1.170 -6.078
H -0.344 -1.368 -2.898
H -4.375 -2.697 -3.571
*
```

Values from the calculation:
⟨S²⟩ = 6.0222
LUMO energy (spin up / spin down) = 0.14754 / 0.14753 hartree
Relative energy (zero: lowest compared OMol25 entry of this formula, charge and spin) = 0.0 kcal/mol
Electronic energy = -5156.23240 Eh
Maximum force = 0.517 eV/Å
Highest occupied orbital energy (spin up / spin down) = -0.094 / -2.507 eV